Record 1
{
  "formula": "C15H21",
  "method": "ωB97M-V with the def2-TZVPD basis set",
  "symbols": ["C", "C", "C", "C", "C", "C", "H", "H", "H", "H", "H", "H", "H", "H", "H", "H", "C", "C", "C", "C", "C", "C", "C", "C", "C", "H", "H", "H", "H", "H", "H", "H", "H", "H", "H", "H"],
  "positions_angstrom": [[3.456, 0.882, 0.710], [3.013, 1.345, -0.698], [1.728, 0.544, -1.062], [1.454, -0.311, 0.098], [0.468, -1.397, 0.047], [2.454, -0.219, 1.165], [4.464, 0.455, 0.660], [3.467, 1.708, 1.427], [2.823, 2.421, -0.740], [3.801, 1.112, -1.424], [0.874, 1.183, -1.347], [1.926, -0.070, -1.960], [0.904, -2.269, 0.570], [0.335, -1.679, -1.013], [2.983, -1.182, 1.279], [2.023, -0.024, 2.161], [-1.692, -2.485, 0.394], [-0.922, -1.158, 0.621], [-0.829, -0.819, 2.119], [-1.561, -0.011, -0.164], [-1.649, 1.286, 0.345], [-2.283, 2.285, -0.406], [-2.772, 2.003, -1.685], [-2.641, 0.710, -2.201], [-2.012, -0.284, -1.452], [-2.735, -2.345, 0.084], [-1.207, -3.100, -0.375], [-1.695, -3.079, 1.315], [-1.702, -0.246, 2.460], [-0.788, -1.748, 2.708], [0.080, -0.240, 2.330], [-1.206, 1.527, 1.314], [-2.395, 3.277, 0.029], [-3.264, 2.780, -2.278], [-3.044, 0.440, -3.177], [-1.856, -1.291, -1.851]],
  "total_charge": 1,
  "multiplicity": 1,
  "lumo_ha": -0.217
}

Record 2
{
  "formula": "C15H21ClI2N2NdO2P",
  "method": "ωB97M-V with the def2-TZVPD basis set",
  "symbols": ["I", "I", "Nd", "P", "C", "C", "H", "H", "H", "C", "H", "H", "H", "H", "H", "H", "C", "O", "Cl", "C", "N", "N", "C", "O", "C", "C", "C", "C", "C", "C", "C", "C", "C", "H", "H", "H", "H", "H", "H", "H", "H", "H", "H", "H", "H"],
  "positions_angstrom": [[-4.187, 4.708, -0.621], [-2.742, 5.359, 1.647], [1.197, 1.346, -0.290], [1.985, 3.517, -2.127], [1.330, 5.178, -2.339], [3.658, 3.888, -1.474], [2.845, 2.089, -3.886], [3.043, 3.842, -4.279], [1.437, 3.047, -4.440], [2.370, 3.080, -3.859], [4.230, 2.955, -1.359], [4.156, 4.557, -2.189], [2.054, 5.769, -2.904], [1.151, 5.631, -1.361], [3.578, 4.384, -0.495], [0.382, 5.124, -2.879], [-0.362, 3.134, -0.730], [-1.215, 3.906, -0.805], [3.031, 0.134, -1.578], [-2.648, -3.826, 2.046], [-2.362, -2.594, 1.343], [-1.103, -2.130, 1.143], [-1.190, -0.901, 0.557], [-0.154, -0.205, 0.211], [-2.558, -0.600, 0.423], [-3.253, -1.669, 0.942], [-4.711, -1.876, 1.070], [0.095, -2.862, 1.435], [0.204, -4.218, 1.116], [1.412, -4.893, 1.334], [2.537, -4.187, 1.781], [2.426, -2.818, 2.085], [1.197, -2.182, 1.966], [-2.500, -4.705, 1.410], [-3.702, -3.805, 2.328], [-2.048, -3.932, 2.956], [-2.923, 0.320, -0.008], [-5.063, -2.753, 0.499], [-5.038, -1.996, 2.118], [-5.235, -0.998, 0.669], [-0.653, -4.754, 0.712], [1.471, -5.968, 1.159], [3.493, -4.697, 1.925], [3.283, -2.245, 2.448], [1.080, -1.153, 2.301]],
  "total_charge": 2,
  "multiplicity": 4,
  "lumo_ha": [-0.283, -0.280]
}

Record 3
{
  "formula": "C15H21F3N3O2S",
  "method": "ωB97M-V with the def2-TZVPD basis set",
  "symbols": ["N", "C", "C", "C", "C", "C", "C", "C", "C", "C", "F", "C", "F", "F", "N", "C", "C", "C", "S", "C", "H", "H", "H", "H", "H", "H", "H", "H", "H", "H", "H", "H", "H", "H", "H", "H", "H", "H", "C", "N", "O", "O", "H", "H", "H"],
  "positions_angstrom": [[4.945, 1.636, 0.714], [4.349, 1.989, -0.338], [3.384, 3.174, -0.388], [2.006, 2.671, 0.006], [1.223, 3.261, 0.989], [-0.002, 2.694, 1.297], [-0.477, 1.558, 0.649], [-1.803, 0.985, 1.077], [-2.919, 1.027, 0.016], [-3.646, 2.325, 0.037], [-3.092, 3.321, -0.695], [-4.798, 2.495, 0.750], [-4.928, 3.309, 1.770], [-5.871, 1.795, 0.478], [0.305, 1.014, -0.312], [-0.077, -0.215, -1.049], [-0.237, -1.478, -0.189], [0.741, -1.565, 0.991], [1.855, -2.995, 0.761], [1.501, 1.550, -0.630], [4.727, 2.259, 1.493], [4.505, 1.389, -1.232], [3.319, 3.531, -1.416], [3.717, 3.946, 0.298], [1.588, 4.130, 1.518], [-0.603, 3.147, 2.071], [-1.634, -0.010, 1.483], [-2.139, 1.593, 1.913], [-2.588, 0.797, -0.997], [-3.645, 0.253, 0.276], [-0.960, -0.054, -1.656], [0.719, -0.423, -1.757], [-0.066, -2.326, -0.844], [-1.257, -1.568, 0.172], [1.387, -0.692, 1.084], [0.196, -1.646, 1.929], [2.742, -2.711, 1.728], [2.079, 1.048, -1.389], [-0.855, -6.487, -1.683], [-0.381, -5.126, -1.309], [0.627, -4.713, -1.843], [-1.043, -4.522, -0.489], [-0.171, -6.899, -2.415], [-0.868, -7.086, -0.777], [-1.855, -6.382, -2.094]],
  "total_charge": 1,
  "multiplicity": 1,
  "lumo_ha": -0.148
}

Record 4
{
  "formula": "C15H21F5IIrO2P2",
  "method": "ωB97M-V with the def2-TZVPD basis set",
  "symbols": ["C", "C", "H", "H", "H", "O", "I", "Ir", "P", "C", "C", "H", "H", "H", "H", "H", "H", "C", "H", "H", "H", "P", "C", "C", "H", "H", "H", "C", "H", "H", "H", "H", "H", "H", "C", "O", "F", "C", "C", "C", "F", "C", "F", "C", "F", "C", "F"],
  "positions_angstrom": [[0.319, -0.846, -3.153], [1.289, -0.051, -2.230], [-0.248, -0.309, -3.900], [-0.546, -1.385, -2.669], [0.869, -1.638, -3.735], [1.641, 1.074, -2.600], [0.752, -0.121, 1.564], [-2.836, 1.180, -1.702], [1.762, -0.800, -0.648], [2.787, 0.524, -0.105], [1.936, -2.558, -0.065], [2.943, -2.945, -0.436], [3.890, -1.172, -1.697], [1.098, -3.241, -0.298], [2.686, -2.349, -2.594], [3.102, 0.560, 0.933], [2.013, -2.475, 0.988], [2.933, -1.320, -2.262], [3.737, 0.282, -0.587], [3.041, -0.674, -3.172], [2.464, 1.522, -0.352], [-3.418, -0.684, -0.600], [-4.030, 0.910, 0.146], [-4.236, -0.831, -2.267], [-2.568, -2.789, -0.030], [-4.227, -2.665, 0.582], [-2.892, -1.797, 1.450], [-3.278, -2.091, 0.438], [-4.160, -1.905, -2.550], [-5.246, -0.447, -2.322], [-5.035, 1.123, -0.154], [-3.350, 1.766, -0.233], [-3.492, -0.213, -2.936], [-3.898, 0.822, 1.232], [-0.591, 1.837, -0.151], [-1.095, 2.684, -0.795], [2.870, -1.105, 3.663], [2.237, 0.010, 3.372], [0.232, 1.697, 0.912], [0.736, 2.687, 1.709], [0.887, 3.909, 1.047], [0.807, 2.877, 3.161], [0.265, 4.078, 3.580], [1.434, 2.246, 4.226], [1.241, 2.771, 5.468], [2.204, 1.008, 4.300], [2.972, 0.841, 5.474]],
  "total_charge": 2,
  "multiplicity": 5,
  "lumo_ha": [-0.304, -0.298]
}

Record 5
{
  "formula": "C15H21FNO4P",
  "method": "ωB97M-V with the def2-TZVPD basis set",
  "symbols": ["C", "C", "C", "C", "C", "C", "C", "C", "O", "P", "O", "O", "O", "C", "C", "C", "F", "H", "H", "H", "H", "H", "H", "H", "H", "H", "H", "H", "H", "H", "H", "H", "H", "N", "C", "C", "C", "C", "H", "H", "H", "H", "H"],
  "positions_angstrom": [[2.641, -3.307, 0.770], [3.499, -2.130, 0.362], [4.725, -1.865, 0.942], [5.419, -0.760, 0.539], [4.965, 0.082, -0.437], [3.739, -0.176, -1.017], [3.023, -1.275, -0.614], [1.664, -1.475, -1.286], [1.072, -0.211, -1.667], [0.300, 0.502, -0.491], [0.988, 0.513, 0.802], [0.142, 2.045, -0.984], [-1.186, -0.045, -0.293], [-1.451, -0.598, 1.028], [-2.834, -1.290, 0.937], [-2.884, -2.142, -0.341], [-3.487, -1.444, -1.360], [2.501, -4.042, -0.027], [2.999, -3.790, 1.682], [1.651, -2.909, 1.028], [5.074, -2.541, 1.715], [6.373, -0.529, 1.010], [5.516, 0.948, -0.785], [3.372, 0.494, -1.786], [0.990, -2.101, -0.701], [1.877, -1.985, -2.231], [0.750, 2.535, -0.411], [-1.423, 0.176, 1.793], [-0.723, -1.383, 1.245], [-2.907, -1.926, 1.823], [-3.603, -0.516, 0.930], [-3.457, -3.051, -0.117], [-1.880, -2.484, -0.612], [-2.787, 3.220, -0.570], [-3.296, 4.446, -0.895], [-4.455, 4.627, -0.186], [-4.650, 3.464, 0.604], [-3.603, 2.618, 0.346], [-1.939, 2.813, -0.934], [-2.793, 5.083, -1.603], [-5.091, 5.496, -0.228], [-5.464, 3.270, 1.284], [-3.369, 1.642, 0.733]],
  "smiles": "Cc1ccccc1CO[P@@](=O)(O)OCCCF.c1cc[nH]c1",
  "total_charge": 0,
  "multiplicity": 1,
  "lumo_ha": 0.020
}